1.
16
Properties=species:S:1:pos:R:3 method="wB97M-V/def2-TZVPD" orbital_gap_ha=0.204 energy_ev=-8291.32172 total_charge=0 fmax_ev_per_a=7.1 homo_energy_ev=-7.50
N 1.24 -0.27 2.07
C -0.23 -1.26 -0.07
C 0.49 -0.36 -0.97
O 1.55 0.31 -0.42
C -1.08 -0.46 0.66
N -1.48 1.32 -1.55
H 1.36 -1.14 2.56
H 1.62 0.45 2.68
H 0.07 -2.30 0.03
H 0.67 -0.79 -1.96
H -0.52 0.58 -1.14
H 1.59 0.12 0.63
H -2.03 0.00 0.42
H -0.44 0.35 1.10
H -1.80 1.21 -2.51
H -1.02 2.23 -1.53

***

2.
60
Properties=species:S:1:pos:R:3 method="wB97M-V/def2-TZVPD" spin_multiplicity=5 orbital_gap_ha="0.286 / 0.233" energy_ev=-135679.82465 total_charge=+1 fmax_ev_per_a=0.5 homo_energy_ev="-11.10 / -11.10"
Pd 0.43 0.46 0.91
Cl -1.74 1.55 2.35
C -1.03 1.41 3.93
C -1.67 1.94 5.02
C -1.07 1.81 6.28
C 0.15 1.16 6.45
C 0.79 0.63 5.36
Cl 2.30 -0.18 5.51
C 0.23 0.74 4.05
N 0.80 0.27 2.98
H -2.62 2.44 4.91
H -1.58 2.23 7.14
H 0.59 1.07 7.43
C -0.66 -4.38 -3.20
C -1.93 -3.55 -3.07
C -1.72 -2.11 -3.54
C -2.51 -3.59 -1.65
N -1.66 -2.90 -0.68
C -1.67 -1.63 -0.28
N -0.67 -1.46 0.55
N -0.03 -2.64 0.63
N -0.61 -3.51 -0.10
H -0.32 -4.38 -4.24
H -0.82 -5.41 -2.90
H 0.15 -3.97 -2.59
H -2.71 -4.00 -3.68
H -0.92 -1.62 -2.98
H -2.62 -1.51 -3.44
H -1.43 -2.10 -4.59
H -2.63 -4.61 -1.28
H -3.48 -3.09 -1.61
H -2.38 -0.88 -0.60
O -2.99 2.34 -1.44
C -2.25 3.46 -1.70
C -2.83 4.56 -2.33
C -2.09 5.70 -2.56
C -0.76 5.78 -2.17
C -0.19 4.69 -1.53
C -0.92 3.52 -1.31
C -0.23 2.39 -0.64
O 0.73 2.63 0.16
O -0.60 1.19 -0.82
H -3.89 2.49 -1.74
H -3.88 4.51 -2.63
H -2.56 6.54 -3.06
H -0.19 6.67 -2.34
H 0.83 4.73 -1.19
Se 2.97 1.24 -1.24
N 2.34 0.07 -0.04
C 3.26 -0.86 0.18
C 3.15 -1.96 1.08
C 4.20 -2.80 1.18
C 5.41 -2.63 0.42
C 5.55 -1.60 -0.44
C 4.47 -0.67 -0.58
N 4.50 0.38 -1.37
H 2.24 -2.11 1.65
H 4.14 -3.65 1.86
H 6.21 -3.35 0.55
H 6.45 -1.45 -1.02

***

3.
30
Properties=species:S:1:pos:R:3 method="wB97M-V/def2-TZVPD" spin_multiplicity=8 orbital_gap_ha="0.170 / 0.164" energy_ev=-72500.28742 total_charge=-2 fmax_ev_per_a=1.8 homo_energy_ev="-0.08 / 0.09"
Gd 0.24 -0.44 -0.11
Cl 0.60 -1.03 -2.50
C 1.91 1.11 0.47
H 2.39 1.07 1.46
H 1.40 2.07 0.36
H 2.70 1.04 -0.29
Hg -2.71 0.92 -1.83
C -3.51 -1.09 -2.21
C -2.41 2.43 -3.33
C -1.72 0.85 0.14
H -2.47 3.40 -2.85
H -1.40 2.25 -3.74
H -3.16 2.35 -4.12
H -4.01 -1.43 -1.29
H -4.22 -1.05 -3.04
H -2.65 -1.72 -2.46
H -1.56 1.91 0.45
H -2.49 0.41 0.80
F 4.69 -1.54 4.09
C 3.54 -1.70 3.41
C 3.54 -2.37 2.18
F 4.69 -2.85 1.68
C 2.34 -2.51 1.49
F 2.36 -2.97 0.19
C 1.09 -2.11 2.04
S -0.42 -2.59 1.34
C 1.16 -1.34 3.23
F 0.04 -0.69 3.64
C 2.35 -1.18 3.93
F 2.37 -0.52 5.10

***

4.
17
Properties=species:S:1:pos:R:3 method="wB97M-V/def2-TZVPD" orbital_gap_ha=0.347 energy_ev=-20044.83073 total_charge=+1 fmax_ev_per_a=2.3 homo_energy_ev=-12.50
C 4.95 0.02 -0.11
C -0.92 0.78 0.01
C -3.09 -0.39 0.02
N 3.73 0.17 0.03
N 2.61 0.32 0.17
N -0.20 -0.33 0.07
N -2.24 0.78 -0.04
S -0.10 2.31 0.01
H 5.53 -0.43 0.67
H 5.43 0.35 -1.02
H -2.74 -1.07 0.80
H -4.10 -0.08 0.27
H -3.12 -0.91 -0.93
H -0.62 -1.24 0.06
H 0.83 -0.27 0.11
H -2.69 1.68 -0.13
H 1.13 1.79 0.15

***

5.
9
Properties=species:S:1:pos:R:3 method="wB97M-V/def2-TZVPD" orbital_gap_ha="0.242 / 0.146" energy_ev=-25994.10325 total_charge=0 fmax_ev_per_a=2.8 homo_energy_ev="-9.23 / -7.76"
C 0.99 0.40 0.37
C -0.23 -0.05 -0.08
O -2.67 0.15 -1.12
P -1.69 0.98 -0.14
Cl 3.26 -1.32 1.64
H 1.09 1.50 0.83
H 1.91 -0.19 0.68
H -0.49 -1.06 -0.44
H -2.18 -0.41 -1.75

***

6.
21
Properties=species:S:1:pos:R:3 method="wB97M-V/def2-TZVPD" smiles=CS[C@@H](O)[C@@H](O)c1cccs1 orbital_gap_ha=0.334 energy_ev=-33184.49228 total_charge=0 fmax_ev_per_a=4.7 homo_energy_ev=-8.62
C -3.23 -1.13 0.00
S -2.67 0.45 0.62
C -0.95 -0.11 0.98
O -0.84 -1.44 1.19
C 0.06 0.38 -0.19
O -0.09 1.76 -0.47
C 1.51 0.06 0.15
C 2.33 0.73 0.98
C 3.70 0.34 1.05
C 3.92 -0.60 0.07
S 2.50 -1.00 -0.78
H -3.26 -1.73 0.90
H -2.49 -1.40 -0.80
H -4.22 -0.97 -0.34
H -0.60 0.21 2.05
H -1.40 -2.00 0.50
H -0.09 -0.29 -1.06
H -0.48 2.08 0.42
H 1.86 1.51 1.65
H 4.45 0.66 1.77
H 4.85 -1.14 -0.26

***

7.
16
Properties=species:S:1:pos:R:3 method="wB97M-V/def2-TZVPD" orbital_gap_ha=0.448 energy_ev=-9760.21818 total_charge=+1 fmax_ev_per_a=0.5 homo_energy_ev=-14.94
N 0.29 -1.58 0.44
C 1.39 -0.83 0.52
N 1.25 0.48 0.69
N 2.60 -1.37 0.43
H -0.60 -1.12 0.28
H 0.37 -2.58 0.40
H 0.33 0.91 0.65
H 2.05 1.08 0.56
H 2.74 -2.37 0.48
H 3.42 -0.85 0.71
H -2.05 0.99 -0.36
H -2.34 0.38 1.04
O -1.68 0.40 0.33
H -2.88 2.80 -1.70
H -2.45 1.72 -2.70
O -2.44 1.94 -1.76